No. 1
ORCA calculation (wB97M-V/def2-TZVPD) on a cluster of 2 separate species, C4H7NS in total.

Last column: natural (NBO) charge in e.
Atoms and positions in Å:
S (1.5936, 1.7766, 0.0820)  -0.05
N (-3.5986, 1.5042, 0.4743)  -0.58
C (-2.8641, 0.6334, 0.5043)  -0.10
C (-0.2252, 1.0760, -0.1656)  -0.53
C (-0.1133, -1.4905, -0.4538)  -0.72
C (-0.1844, -0.2244, 0.3176)  0.26
H (-0.7769, -2.2564, 0.0710)  0.29
H (-0.2858, 1.2903, -1.2080)  0.25
H (2.5148, 0.8464, -0.5905)  0.15
H (0.9098, -1.8158, -0.4187)  0.26
H (-0.6523, 1.8454, 0.3276)  0.28
H (-0.4301, -1.2700, -1.4735)  0.24
H (-0.0879, -0.2998, 1.4514)  0.24

Total charge = 0
HOMO = -9.2029 eV
2S+1 = 1
Calculated total energy = -16581.603 eV

***

No. 2
ORCA calculation (wB97M-V/def2-TZVPD) on a structure of composition C4H7NS.

Last column: natural (NBO) charge in e.
Atoms and positions in Å:
S (1.8958, -1.2221, -0.0280)  0.45
N (0.3370, -1.4611, -0.0425)  -0.62
C (-0.3795, -0.4539, 0.0356)  0.24
C (0.3869, 0.8635, -0.1206)  -0.51
C (1.7904, 0.6408, 0.0533)  -0.58
C (-1.9372, -0.6694, -0.0723)  -0.68
H (-0.0303, 1.6031, 0.7958)  0.22
H (2.7349, 0.8207, -0.8043)  0.26
H (0.0009, 1.3669, -1.0748)  0.24
H (-1.7939, -1.7714, -0.6671)  0.28
H (1.9697, 0.9523, 1.1373)  0.23
H (-2.4794, 0.4259, -0.4906)  0.25
H (-2.4953, -1.0952, 1.2782)  0.21

Total charge = 0
HOMO = -7.9783 eV
2S+1 = 1
Calculated total energy = -16581.862 eV

***

No. 3
ORCA calculation (wB97M-V/def2-TZVPD) on an isolated molecule of C4H7NS.

Last column: natural (NBO) charge in e.
Atoms and positions in Å:
S (2.6042, -0.9461, -0.0018)  0.07
N (-0.0377, -1.2078, -0.0140)  -0.41
C (1.1421, -0.2990, -0.1155)  0.03
C (-1.2348, -0.5169, -0.7002)  -0.28
C (-1.1355, -0.7190, 0.7437)  -0.26
C (1.0622, 1.1584, 0.0989)  -0.71
H (-1.1379, 0.2366, 1.2316)  0.20
H (-1.4808, -1.4058, -1.4652)  0.23
H (1.1545, 1.5975, 1.1275)  0.26
H (-1.0907, 0.3483, -1.2911)  0.21
H (1.8561, 1.7675, -0.5925)  0.26
H (-1.5908, -1.3979, 1.4463)  0.23
H (-0.1108, 1.3842, -0.4678)  0.18

Total charge = 0
SMILES string = CC(=S)N1CC1
HOMO = -8.4718 eV
2S+1 = 1
Calculated total energy = -16582.590 eV

***

No. 4
ORCA calculation (wB97M-V/def2-TZVPD) on an isolated molecule of C4H7NS2.

Last column: natural (NBO) charge in e.
Atoms and positions in Å:
S (1.7717, 1.4008, -0.3711)  0.01
S (2.2255, -1.5566, -0.3039)  0.04
N (0.4030, -0.2968, 1.2101)  -0.48
C (-0.8466, -0.0377, 1.1689)  0.20
C (-0.8160, 0.2536, -1.2875)  -0.44
C (-1.6107, 0.4117, -0.0558)  -0.55
C (1.1568, -0.2122, 0.1000)  -0.15
H (-0.3440, 1.1425, -1.8139)  0.23
H (-0.9627, -0.7870, -1.5664)  0.21
H (-1.4268, -0.1803, 2.1930)  0.19
H (-2.4344, -0.1952, -0.1634)  0.22
H (-1.9137, 1.5452, 0.1136)  0.24
H (3.0502, 1.0712, 0.1498)  0.12
H (1.7477, -2.5592, 0.6266)  0.16

Total charge = 0
HOMO (spin up / spin down) = -7.6044 / -7.1935 eV
2S+1 = 1
Calculated total energy = -27417.888 eV

***

No. 5
ORCA calculation (wB97M-V/def2-TZVPD) on a cluster of 2 separate species, C4H7NS2 in total.

Last column: natural (NBO) charge in e.
Atoms and positions in Å:
S (1.6609, -0.4371, -1.1720)  0.02
S (0.2102, 2.2013, -1.2331)  0.05
N (-1.8808, -1.0008, 0.1614)  -0.26
C (-2.0643, -1.7957, -0.8375)  -0.31
C (1.5254, 1.1489, 1.1519)  -0.68
C (1.0750, 1.0879, -0.3677)  -0.26
C (-1.5120, -0.0869, 0.8768)  -0.01
H (-1.1275, -0.0843, 1.8472)  0.19
H (2.0894, 0.1791, 1.2112)  0.23
H (1.5861, -0.0140, -2.4545)  0.16
H (-2.8289, -2.4936, -0.8839)  0.20
H (0.5375, 1.0685, 1.7811)  0.24
H (-1.2512, -1.8529, -1.5033)  0.19
H (1.9801, 2.0796, 1.4224)  0.25

Total charge = 0
HOMO = -7.8030 eV
2S+1 = 1
Calculated total energy = -27417.853 eV

***

No. 6
ORCA calculation (wB97M-V/def2-TZVPD) on an isolated molecule of C4H7NS2.

Last column: natural (NBO) charge in e.
Atoms and positions in Å:
S (-0.3305, 1.5266, -0.9158)  0.25
S (-1.5594, -1.1788, -0.5694)  0.25
N (1.2239, -0.2103, 0.9141)  -0.83
C (-1.9198, 0.0525, 0.6199)  -0.37
C (-0.0283, -0.2785, -1.1712)  -0.45
C (1.2579, -0.7157, -0.4346)  -0.25
C (-1.4083, 1.2528, 0.4216)  -0.41
H (1.2093, 0.8236, 0.9102)  0.36
H (0.0547, -0.4507, -2.2579)  0.24
H (1.3202, -1.8334, -0.3701)  0.21
H (2.1138, -0.3433, -1.0121)  0.17
H (2.1238, -0.4359, 1.2904)  0.35
H (-2.5713, -0.2673, 1.4136)  0.24
H (-1.4862, 2.0584, 1.1613)  0.24

Total charge = 0
SMILES string = NCC1SC=CS1
HOMO = -7.8164 eV
2S+1 = 1
Calculated total energy = -27421.282 eV